No. 1
C22H24Br5NO3SbSiW as an isolated structure. Source: the OMol25 dataset; level of theory: ωB97M-V/def2-TZVPD.

Geometry as XYZ:
```
58
Properties=species:S:1:pos:R:3
W -0.1718 0.0068 0.0634
Sb -0.2445 -2.8124 -0.0874
Br -2.9676 -0.2951 0.1522
Br 2.0145 0.3416 6.5915
Br 4.6193 -0.6254 1.5701
Br 4.7831 -0.1250 4.8746
Br -0.9222 0.3803 4.9771
Si -1.1384 2.4605 0.2500
O -0.3771 0.0337 1.9124
O -3.9272 -0.5159 -4.9289
O 1.6140 -0.4306 0.6900
N -1.2086 -0.0832 -1.8864
C 1.4950 -3.5227 -1.0502
C 0.6802 2.2370 -0.0782
C -2.5291 -0.2517 -1.6971
C 1.9457 0.1043 4.7472
C 2.5460 1.8475 -1.6022
C 0.7044 -0.0527 2.7291
C 2.9708 2.5160 0.6859
C 1.6118 2.5218 0.9469
C 0.7133 0.1272 4.1073
C 1.8704 -0.2706 1.9940
C -0.7830 -0.1057 -3.1749
C 1.1795 1.9284 -1.3711
C -1.8817 -3.7298 -1.0551
C 3.1074 -0.2986 2.6241
C 3.4365 2.1390 -0.5718
C -0.1733 -3.5615 1.8865
C 3.1424 -0.1026 4.0024
C -1.6360 -0.2552 -4.2362
C -3.4734 -0.3926 -2.6653
C -2.1611 3.0452 -1.1687
C -3.0156 -0.3852 -3.9987
C -1.6253 2.9964 1.9362
H 3.6724 2.7887 1.4636
H -2.0399 -3.2745 -2.0314
H -0.1999 -4.6489 1.8428
H -2.6937 2.8174 2.0805
H -2.7770 -3.6311 -0.4447
H -1.2380 -0.2670 -5.2426
H -1.8629 2.6476 -2.1385
H 2.9226 1.6264 -2.5926
H 1.3972 -3.3868 -2.1254
H -4.5259 -0.5128 -2.4471
H 1.2660 2.7723 1.9432
H -3.2113 2.8018 -0.9886
H -3.5787 -0.5120 -5.8342
H -1.0869 2.4851 2.7332
H -1.4671 4.0745 2.0364
H 2.3579 -2.9751 -0.6769
H -1.0245 -3.1899 2.4531
H 0.4987 1.8828 -2.2123
H 0.2820 -0.0035 -3.3362
H -1.6506 -4.7854 -1.1891
H 1.6019 -4.5826 -0.8253
H 0.7572 -3.2377 2.3501
H -2.0994 4.1362 -1.2245
H 4.5015 2.1052 -0.7621
```

Total charge: +3
Energy relative to the best compared isomer or geometry (same formula, charge and spin) in kJ/mol: 23.2
HOMO (alpha / beta) in Ha: -0.598 / -0.598
Electronic energy in hartree: -14599.11309
M in u: 1083.6
Frontier orbital gap (alpha / beta) in eV: 5.37 / 5.37
LUMO (alpha / beta) in Ha: -0.4007 / -0.4007


No. 2
C22H24CsN2P2 as an isolated structure. Source: the OMol25 dataset; level of theory: ωB97M-V/def2-TZVPD.

Geometry as XYZ:
```
51
Properties=species:S:1:pos:R:3
Cs -0.0079 1.1918 -0.8677
P 1.0065 -1.8941 -0.0605
P 3.1992 0.4528 -0.1722
N -2.9238 1.2954 -0.6927
N -1.3167 1.7824 1.4972
C -2.6597 1.7913 1.6610
C -0.5531 1.9962 2.5495
C 2.1749 -1.8213 -1.4878
C -5.6971 1.2955 -0.4544
C -4.8983 1.5469 0.6743
C 3.1045 -2.7751 -3.5097
C -4.6883 2.0319 3.0351
C -5.4728 1.8017 1.9684
C -3.5077 1.5381 0.5060
C 2.1777 -2.8031 -2.4825
C -0.4735 -2.7086 -0.7947
C 3.9143 1.9245 -1.0160
C -3.7051 1.0636 -1.7279
C 4.0718 -0.7874 -2.5746
C 4.6895 -0.1462 0.7240
C -5.1045 1.0528 -1.6626
C -3.2561 2.0306 2.9052
C -1.0536 2.2428 3.8342
C 4.0553 -1.7634 -3.5556
C 1.7299 -3.3171 0.8515
C -2.4101 2.2608 4.0049
C 3.1382 -0.7950 -1.5345
H 4.8234 -0.0092 -2.6232
H 4.9150 1.7603 -1.4169
H -3.2113 0.8731 -2.6763
H 5.5335 -0.2622 0.0431
H -6.5518 1.8014 2.0643
H 1.4475 -3.6028 -2.4572
H 4.9574 0.5569 1.5133
H -0.8830 -2.1063 -1.6079
H 4.7861 -1.7404 -4.3538
H 3.9721 2.7257 -0.2780
H 2.7054 -3.0397 1.2502
H 1.0859 -3.5876 1.6889
H -5.1198 2.2211 4.0104
H 1.8500 -4.1798 0.1952
H 3.2640 2.2593 -1.8259
H -2.8456 2.4478 4.9795
H -0.2827 -3.7159 -1.1660
H 4.4766 -1.1097 1.1871
H -1.2302 -2.7705 -0.0113
H 3.0913 -3.5437 -4.2718
H -0.3759 2.4119 4.6590
H -5.6880 0.8559 -2.5506
H 0.5223 1.9701 2.3824
H -6.7759 1.2965 -0.3526
```

Total charge: +1
HOMO in Ha: -0.396
Electronic energy in hartree: -1664.95673
M in u: 511.3
Frontier orbital gap in eV: 8.13
LUMO in Ha: -0.0968


No. 3
A 3-piece molecular cluster, C22H24F14NO6P overall. Source: the OMol25 dataset; level of theory: ωB97M-V/def2-TZVPD.

Geometry as XYZ:
```
68
Properties=species:S:1:pos:R:3
P 2.1768 -0.5061 4.3709
F -0.2026 -2.0417 0.0059
F -8.1078 1.0806 3.9856
F -2.8437 -1.6727 1.6941
F -9.2431 -0.5269 1.7633
F -7.6368 -0.8921 4.8172
F -4.7831 0.9465 0.4628
F -5.4068 -1.5756 2.7967
F -5.5637 0.5035 3.4047
F -9.6762 -0.4092 4.2230
F -8.0208 -2.1260 2.5775
F -4.5370 -2.0466 0.3878
F -7.2519 1.0942 1.4178
F -3.4812 0.7212 2.1848
F -6.9188 -0.8535 0.5115
O -0.8016 2.3756 1.4300
O 3.1411 2.1177 -5.7152
O 1.8782 -2.0896 1.6551
O 3.8101 -0.2684 -1.8599
O 3.6497 0.0183 4.0926
O 2.3390 -2.0897 4.5151
N 1.5735 0.1074 5.6688
C 4.0506 -2.4115 -0.8879
C 3.4492 -1.0278 -0.7027
C 0.4909 0.9505 2.7810
C 5.4272 2.1329 -5.1071
C 5.3020 -2.0944 -1.7027
C 1.0895 -1.1700 1.7838
C -0.0108 -0.9950 0.8016
C -1.8145 0.3918 -0.2939
C 1.1803 -0.1878 2.8906
C 3.7188 3.3183 -6.2307
C -2.8283 -0.7379 -0.4771
C -6.9636 -0.1795 1.6847
C -8.1388 -0.7967 2.4881
C 4.8109 -0.9686 -2.6025
C -5.5749 -0.3252 2.3312
C 4.9938 3.5586 -5.4343
C 4.0869 1.4494 -4.8730
C -4.3814 0.0840 1.4067
C -3.6310 -1.0990 0.7503
C -0.7227 0.1263 0.6956
C -8.3764 -0.2239 3.9198
C -0.3795 1.2413 1.6114
H 4.3506 -1.3607 -3.5156
H 5.6022 -0.2722 -2.8844
H 3.3735 -3.0411 -1.4694
H -1.3627 0.5749 -1.2637
H 4.0933 -0.0313 4.9487
H -2.3998 -1.6445 -0.8753
H 5.6883 -2.9441 -2.2632
H 5.9333 1.6892 -5.9680
H -2.3114 1.3086 -0.0123
H 3.7616 1.5553 -3.8339
H 0.5621 1.7007 3.5506
H 4.1036 0.3886 -5.1227
H 0.7072 0.6013 5.5193
H 1.4690 -2.4046 4.7793
H 4.7668 4.1008 -4.5137
H -3.5548 -0.3968 -1.2063
H 3.8647 -0.5290 0.1809
H 2.9990 4.1321 -6.1365
H 2.3672 -1.0470 -0.6167
H 5.7374 4.1280 -5.9901
H 6.0946 -1.7313 -1.0444
H 4.2526 -2.9122 0.0562
H 6.0927 2.0620 -4.2478
H 3.9380 3.1704 -7.2941
```

HOMO in Ha: -0.343
Electronic energy in hartree: -3098.40561
M in u: 695.4
Frontier orbital gap in eV: 7.21
LUMO in Ha: -0.0783


No. 4
C22H24FN3O3 as an isolated structure. Source: the OMol25 dataset; level of theory: ωB97M-V/def2-TZVPD.

Geometry as XYZ:
```
53
Properties=species:S:1:pos:R:3
F -3.4355 0.5980 3.2715
O 0.4949 2.5781 -0.8764
O -0.1252 -0.5385 -3.9447
O -1.8556 -3.8341 -1.4278
N -1.5939 -3.0752 1.2303
N -2.9340 -1.8487 -1.9867
N 1.2233 1.8374 -2.8886
C -0.7941 0.5138 -3.2094
C -2.4616 -1.3071 2.2844
C -0.9802 -0.1094 -1.8138
C 2.7606 1.8480 -1.0511
C -2.2825 0.2112 -3.4664
C 4.4673 2.2041 2.1802
C -0.1114 1.8267 -3.4517
C -2.8665 -1.2501 0.9184
C -2.6785 -0.5051 3.4079
C 2.1868 2.2579 1.4021
C 3.0827 1.8963 0.2412
C -2.1419 -0.8242 4.6234
C -2.3132 -2.3434 0.3115
C 3.0302 1.9719 2.6511
C -0.8851 -1.6978 -3.5582
C 1.4001 2.1228 -1.5605
C -2.3568 -2.7860 -1.0802
C -1.1053 -2.8169 3.6801
C -1.3549 -1.9869 4.7468
C 4.4644 1.5932 0.7760
C -1.6684 -2.4626 2.4481
C -1.9129 -1.0364 -2.6277
H 5.2171 1.7613 2.8350
H 5.2569 1.9567 0.1221
H -1.5182 0.5446 -1.1328
H -1.3434 -2.1618 -4.4357
H 3.5212 1.5805 -1.7784
H -0.4991 -3.7060 3.7883
H 1.9404 3.3208 1.3313
H -2.5934 0.0663 -4.5011
H 2.9101 0.9275 2.9530
H 1.2338 1.7334 1.3675
H -1.1119 -3.9270 1.0001
H -3.3888 -2.3970 -2.7146
H -0.0534 2.0158 -4.5247
H -3.4855 -0.5122 0.4392
H -2.9525 0.8757 -2.9248
H -0.6799 2.6270 -2.9818
H 4.5767 0.5062 0.8529
H -0.9368 -2.2271 5.7153
H -2.3275 -0.1831 5.4735
H -0.2488 -2.4252 -3.0531
H 4.6686 3.2769 2.1180
H 2.7475 2.5925 3.5006
H 1.9141 1.2616 -3.3402
H -0.1001 -0.5445 -1.3392
```

Energy relative to the best compared isomer or geometry (same formula, charge and spin) in kJ/mol: 234.6
HOMO in Ha: -0.309
Electronic energy in hartree: -1342.58864
M in u: 397.4
Frontier orbital gap in eV: 8.46
LUMO in Ha: 0.0016